1.
Molecular formula: C23H19CuN7O5S3
Method: DFT, ωB97M-V/def2-TZVPD

For the gap between HOMO and LUMO (alpha / beta), the calculation gives 6.16 / 6.17 eV. Its highest occupied orbital energy (alpha / beta) is -1.8506 / -1.8618 eV. The largest force on an atom comes out at 1.170 eV/Å. The energy comes out at -121973.72799 eV. As for the expectation value of S²: 0.754. The energy above the lowest of the compared OMol25 structures with the same formula, charge and spin comes out at 2.86 kJ/mol.

Structure (ORCA input):
```
! wB97M-V def2-TZVPD RIJCOSX def2/J DEFGRID3
* xyz -2 2
Cu -1.95 -0.13 -0.96
S -2.89 1.45 0.27
S -0.36 -0.73 2.01
S -2.99 2.31 -1.59
O 2.93 2.70 3.46
O -0.99 -1.70 -1.63
O -4.38 2.53 -1.97
O -2.34 1.27 -2.47
O -2.20 3.54 -1.59
N -2.81 -1.88 0.54
N 0.16 0.68 -1.04
N -4.29 -0.84 -1.50
N -0.11 -3.38 2.17
N -2.09 -2.71 1.32
N 4.49 -1.68 -0.92
N 5.15 -0.96 -0.13
C 4.68 2.11 1.88
C -6.30 -1.58 -0.45
C 3.13 -1.52 -1.17
C 2.06 2.08 -1.14
C -6.40 -0.40 -2.52
C 2.82 0.65 2.32
C 0.95 -0.40 -1.18
C -5.01 -0.32 -2.48
C -4.08 -2.04 0.56
C 3.50 1.85 2.55
C 0.67 1.88 -1.01
C -7.05 -1.05 -1.48
C 0.27 -1.66 -1.48
C -0.92 -2.32 1.77
C 5.19 1.17 0.98
C 4.51 -0.01 0.73
C 2.47 -2.70 -1.49
C 2.89 0.99 -1.19
C -4.91 -1.45 -0.48
C 3.33 4.05 3.40
C 2.35 -0.31 -1.14
C 1.09 -2.79 -1.65
C 3.33 -0.26 1.42
H -0.03 2.70 -0.90
H 2.45 3.08 -1.20
H -6.95 0.05 -3.34
H 4.36 4.19 3.74
H 1.88 0.46 2.81
H -0.20 -4.19 1.56
H 0.84 -3.09 2.30
H 3.96 1.13 -1.31
H 5.22 3.04 2.03
H 3.24 4.44 2.38
H -4.54 -2.68 1.31
H -6.77 -2.10 0.38
H -4.45 0.18 -3.26
H 0.62 -3.73 -1.89
H -8.13 -1.13 -1.48
H 2.76 -1.17 1.22
H 6.11 1.37 0.46
H 2.66 4.60 4.06
H 3.08 -3.59 -1.57
*
```

2.
Molecular formula: C38H51N7O9PPt
Method: DFT, ωB97M-V/def2-TZVPD

For the gap between HOMO and LUMO (alpha / beta), the calculation gives 8.46 / 8.45 eV. Its highest occupied orbital energy (alpha / beta) is -10.4010 / -10.4007 eV. The largest force on an atom comes out at 0.224 eV/Å. The energy comes out at -81626.76518 eV. The energy above the lowest of the compared OMol25 structures with the same formula, charge and spin comes out at 0.00 kJ/mol.

Structure (ORCA input):
```
! wB97M-V def2-TZVPD RIJCOSX def2/J DEFGRID3
* xyz 1 1
Pt 0.32 -0.86 0.03
P -1.79 -1.52 0.09
O 5.15 -2.07 2.81
O -2.17 -2.67 1.12
O -2.83 -0.34 0.32
O 3.91 -1.83 -1.63
O -2.39 -2.14 -1.25
O -1.13 1.87 -1.85
O 2.67 0.21 4.69
O 0.35 0.05 -6.43
O -1.52 3.38 -5.04
N -0.56 1.34 -4.83
N 2.31 -0.24 -0.09
N -3.36 2.20 -1.61
N 4.48 -0.20 0.78
N 0.52 -1.56 -1.98
N 2.67 -0.66 2.16
N -1.82 3.11 -0.10
C -0.44 3.34 0.29
C 0.42 1.02 4.51
C 1.28 -2.99 -3.72
C 3.55 -0.63 -2.18
C -2.06 2.38 -1.22
C 5.40 0.11 1.83
C 2.37 1.44 -1.84
C 0.17 -0.65 -2.89
C -0.87 2.38 -5.78
C 2.78 -1.04 5.38
C -4.24 -0.57 0.21
C -2.83 3.95 0.54
C -4.20 3.33 0.38
C -4.45 3.02 -1.09
C 4.71 -2.70 -2.43
C 5.76 -0.83 2.79
C -3.60 1.49 -2.85
C 0.30 -0.05 1.88
C 6.91 1.69 2.84
C 3.14 -0.37 0.92
C 3.90 -0.22 -3.46
C -0.71 1.20 3.72
C -2.13 -3.48 -1.68
C 0.38 -0.84 -4.24
C 2.71 1.85 -3.12
C 7.24 0.76 3.81
C 0.94 -2.03 -4.66
C 1.07 -2.71 -2.38
C 5.67 -3.00 1.85
C 1.50 0.35 3.97
C 5.98 1.37 1.86
C 0.05 0.22 -5.26
C 6.66 -0.50 3.78
C -1.61 -2.71 2.45
C 3.47 1.01 -3.93
C 2.78 0.21 -1.35
C 1.45 -0.14 2.66
C -0.77 0.67 2.44
H 0.05 2.75 -6.24
H 5.70 2.10 1.11
H 5.13 -3.93 2.00
H -0.53 -2.67 2.41
H 1.35 -3.41 -1.60
H -2.95 0.62 -2.91
H 4.80 -0.07 -0.16
H 1.11 -2.18 -5.72
H -1.74 4.11 -5.63
H -4.64 1.16 -2.87
H -1.67 0.82 1.86
H 3.45 -1.73 4.87
H -2.58 4.04 1.60
H 3.18 -0.84 6.37
H 5.66 -2.24 -2.67
H -3.09 -3.97 -1.85
H -3.42 2.12 -3.73
H 6.73 -3.16 2.02
H -1.58 -3.45 -2.62
H 4.88 -3.59 -1.82
H 7.36 2.67 2.85
H 0.15 2.47 0.05
H 3.37 -0.92 2.83
H -4.52 -1.49 0.73
H -0.02 4.22 -0.21
H 4.48 -0.86 -4.10
H -1.98 -1.87 3.04
H -1.95 -3.64 2.89
H -0.28 0.25 -2.49
H -4.53 -0.64 -0.83
H 6.90 -1.25 4.53
H -5.38 2.46 -1.21
H 0.49 1.40 5.51
H -1.51 1.97 -6.57
H -2.81 4.96 0.11
H -0.41 3.50 1.37
H 1.75 2.06 -1.21
H 5.50 -2.64 0.83
H 1.71 -3.94 -4.01
H -1.57 -4.04 -0.93
H 7.95 1.01 4.58
H 3.73 1.32 -4.93
H -4.54 3.95 -1.66
H 2.37 2.81 -3.49
H 1.80 -1.52 5.48
H -4.73 0.27 0.68
H -1.56 1.74 4.12
H -4.97 4.00 0.75
H -4.25 2.40 0.96
H 4.19 -2.98 -3.35
H -0.78 1.53 -3.85
*
```

3.
Molecular formula: C18H38O
Method: DFT, ωB97M-V/def2-TZVPD

For the gap between HOMO and LUMO, the calculation gives 11.05 eV. Its highest occupied orbital energy is -10.1978 eV. The largest force on an atom comes out at 0.613 eV/Å. The energy comes out at -21330.76587 eV. The energy above the lowest of the compared OMol25 structures with the same formula, charge and spin comes out at 2.19 kJ/mol.

Structure (ORCA input):
```
! wB97M-V def2-TZVPD RIJCOSX def2/J DEFGRID3
* xyz 0 1
O -4.18 -0.10 1.56
C -1.78 -3.40 -0.15
C 1.28 -2.71 0.38
C -3.28 -3.14 -0.07
C -1.02 -2.14 -0.57
C -2.92 1.21 -0.81
C 2.77 -2.86 0.08
C 0.46 -2.37 -0.87
C -0.63 2.22 -0.26
C 3.37 1.69 -0.11
C 4.32 0.70 0.57
C -4.80 0.95 0.85
C 0.54 3.03 -0.82
C 2.35 2.29 0.86
C -1.75 2.06 -1.30
C -3.79 1.91 0.24
C 1.55 3.44 0.25
C 3.49 -1.55 -0.26
C 3.68 -0.64 0.94
H 5.16 0.51 -0.09
H 4.47 -1.79 -0.68
H -1.32 1.58 -2.19
H 2.72 -0.45 1.43
H 4.31 -1.15 1.67
H -2.54 0.28 -0.37
H 3.96 2.50 -0.53
H 1.01 3.96 1.05
H -5.48 1.50 1.52
H 2.25 4.16 -0.18
H -1.12 -1.39 0.21
H -3.80 -4.03 0.28
H -1.42 -3.73 0.83
H 0.92 -3.66 0.79
H -3.59 0.28 2.23
H 0.86 -1.46 -1.32
H 2.85 1.19 -0.93
H 1.66 1.52 1.21
H -0.29 1.23 0.04
H 3.26 -3.30 0.95
H -1.58 -4.20 -0.86
H -3.55 0.94 -1.66
H -2.11 3.04 -1.60
H 0.56 -3.17 -1.60
H -1.03 2.73 0.62
H 0.14 3.94 -1.28
H -4.33 2.74 -0.22
H 2.93 -1.03 -1.04
H -5.39 0.46 0.07
H -3.16 2.32 1.03
H -3.67 -2.88 -1.05
H -3.50 -2.32 0.62
H 2.89 2.67 1.73
H 4.72 1.17 1.48
H 1.12 -1.94 1.13
H 1.04 2.46 -1.60
H -1.50 -1.74 -1.47
H 2.89 -3.56 -0.75
*
```